Entry 1:
Molecular formula: C28H53F3O8S2
Method: DFT, ωB97M-V/def2-TZVPD

The value obtained for the calculated total energy is -76095.22761 eV. The value obtained for the gap between HOMO and LUMO is 0.3599 Ha. Its SMILES is COCCCCCCCCCCCC[C@](S)(OC=O)S(=O)(=O)C(F)(F)F.C1CCOC1.C1CCOC1.C1CCOC1.

```
94
Properties=species:S:1:pos:R:3:forces:R:3
C 2.899810 0.974795 -1.309233 0.176 -0.022 0.136
O 1.832112 0.087938 -1.578726 0.013 0.044 -0.290
C 0.563053 0.702291 -1.538063 -0.082 0.013 0.104
C -0.497529 -0.255688 -2.073964 0.001 -0.021 0.069
C -0.337886 -1.722404 -1.645779 -0.038 -0.052 0.069
C -0.634558 -2.730717 -2.768624 0.108 0.039 0.230
C -1.057008 -4.110692 -2.234051 0.002 0.128 -0.103
C -2.583644 -4.313723 -2.183079 0.002 -0.150 0.143
C -3.206121 -4.224078 -0.774280 -0.163 -0.010 -0.018
C -4.400769 -3.270205 -0.678307 0.036 0.199 0.048
C -4.121985 -1.893502 -1.319724 -0.022 -0.233 0.447
C -4.626415 -0.738836 -0.453845 -0.177 0.197 -0.294
C -4.589994 0.686063 -1.104866 0.337 -0.674 0.144
C -4.074947 0.636507 -2.545815 -0.239 0.288 -0.056
C -3.810552 1.974198 -3.246551 0.115 0.056 -0.222
S -3.160070 1.703810 -4.930277 0.123 -0.016 0.089
O -2.799335 2.734575 -2.607849 -0.167 -0.132 0.074
C -2.989225 3.384947 -1.414479 -0.363 0.245 -0.062
O -2.123577 3.433199 -0.610239 0.506 0.004 0.208
S -5.424641 2.882500 -3.432944 -0.035 -0.013 -0.063
O -6.201452 2.190840 -4.413342 0.026 -0.027 0.054
O -5.981952 3.202540 -2.150059 0.073 0.083 -0.011
C -4.957456 4.557286 -4.186794 -0.027 0.096 -0.099
F -5.834694 4.844374 -5.139348 0.110 -0.058 0.134
F -5.016927 5.490049 -3.241604 -0.019 -0.042 0.006
F -3.729169 4.562539 -4.699270 -0.058 -0.023 -0.001
H 3.173880 0.966261 -0.249139 -0.122 0.041 -0.038
H 2.661140 1.999787 -1.614166 -0.020 -0.040 -0.031
H 3.767934 0.639399 -1.879039 -0.041 -0.020 0.002
H 0.578641 1.608806 -2.157281 -0.081 0.013 0.062
H 0.315939 1.019281 -0.514311 0.067 -0.076 0.021
H -1.464402 0.117765 -1.719016 0.178 0.033 -0.072
H -0.523660 -0.191633 -3.166245 0.109 -0.024 0.014
H -0.995979 -1.940316 -0.796942 0.052 0.090 0.000
H 0.681419 -1.888581 -1.296070 -0.037 -0.009 0.036
H -1.419991 -2.328985 -3.418524 0.034 -0.079 -0.048
H 0.267450 -2.833233 -3.377549 -0.076 0.101 -0.086
H -0.602702 -4.897794 -2.838686 -0.017 0.039 -0.033
H -0.644537 -4.218694 -1.225330 0.034 -0.147 -0.071
H -2.829209 -5.285934 -2.616540 -0.031 0.034 0.012
H -3.055442 -3.569229 -2.828135 0.024 -0.096 -0.059
H -2.454076 -3.899406 -0.047907 0.039 0.039 -0.105
H -3.522636 -5.220103 -0.452982 0.053 0.037 0.083
H -5.288910 -3.714018 -1.137386 0.035 -0.016 0.004
H -4.644800 -3.121064 0.378464 -0.024 -0.074 -0.019
H -4.590248 -1.869948 -2.304279 0.163 0.033 -0.066
H -3.037531 -1.801305 -1.438943 -0.131 0.104 -0.213
H -5.655597 -0.950734 -0.151723 0.033 0.001 0.003
H -4.040847 -0.714325 0.464831 -0.039 -0.011 0.013
H -5.582942 1.120347 -1.047436 0.058 0.123 -0.036
H -3.917691 1.289628 -0.495549 -0.098 0.129 -0.010
H -3.101256 0.143065 -2.577245 -0.224 -0.025 -0.108
H -4.759821 0.073342 -3.182859 -0.001 0.025 0.021
H -3.637482 0.459606 -5.040093 -0.063 0.001 -0.012
H -3.942359 3.915274 -1.313196 -0.120 -0.205 -0.062
C 4.838722 1.814573 3.894784 -0.036 -0.036 0.004
C 5.544512 0.459607 3.876900 0.053 0.055 0.006
C 4.824012 -0.249864 2.740496 -0.031 -0.033 0.013
O 4.443152 0.771214 1.812936 -0.003 0.012 0.011
C 4.614695 2.057482 2.407421 0.027 0.003 0.003
H 5.420438 2.606806 4.364324 0.014 -0.006 -0.001
H 3.881774 1.738448 4.415834 -0.006 0.004 -0.009
H 6.599597 0.579327 3.626580 0.000 -0.027 -0.005
H 5.476517 -0.082084 4.819723 -0.017 0.003 0.004
H 3.920591 -0.758123 3.096045 0.005 0.000 0.008
H 5.457368 -0.972836 2.227099 0.015 0.023 -0.015
H 5.483198 2.547464 1.953165 0.001 0.013 0.015
H 3.730174 2.661852 2.199009 -0.002 -0.007 -0.016
C 10.499596 -1.272471 1.869977 0.001 -0.003 0.025
C 9.863664 -2.661498 1.880435 -0.005 0.004 -0.025
C 8.562116 -2.395211 2.625851 0.020 -0.002 0.007
O 8.191325 -1.052060 2.311605 -0.026 0.014 0.018
C 9.279825 -0.381199 1.674560 0.007 -0.014 -0.028
H 11.245695 -1.138156 1.088293 -0.004 -0.010 -0.007
H 10.971415 -1.066009 2.832836 -0.004 0.004 0.001
H 9.656394 -2.989147 0.859799 -0.006 0.001 0.001
H 10.476121 -3.420380 2.364974 0.008 0.008 0.007
H 8.700775 -2.483622 3.708863 0.007 -0.011 -0.002
H 7.751896 -3.061420 2.326413 -0.010 0.009 0.001
H 9.047750 -0.254143 0.612001 0.012 0.004 -0.002
H 9.392946 0.606834 2.123003 -0.013 0.001 0.004
C -4.092279 2.703864 3.759368 -0.022 -0.006 0.014
C -3.511081 1.333303 4.102062 0.025 0.007 -0.014
C -4.287283 0.427380 3.154774 -0.009 0.012 0.025
O -4.564181 1.209081 1.991941 0.006 0.037 0.038
C -4.276482 2.588008 2.252384 -0.003 0.007 -0.012
H -3.446676 3.535407 4.037695 0.013 -0.009 0.001
H -5.057036 2.838448 4.253039 -0.003 0.000 -0.009
H -2.445416 1.305881 3.865738 -0.002 -0.003 -0.008
H -3.636980 1.051911 5.146575 -0.010 0.009 0.002
H -5.233463 0.103082 3.601320 0.007 -0.001 0.011
H -3.725942 -0.460364 2.857234 -0.008 -0.002 -0.010
H -3.364919 2.870664 1.717213 0.020 0.010 0.010
H -5.101880 3.192087 1.872117 -0.013 -0.015 -0.004
```
Forces are in eV/Å.

These are the Mulliken partial charges, in e, on atoms 1 to 8: atom 1 (C): -0.697, atom 2 (O): -0.265, atom 3 (C): -0.882, atom 4 (C): 0.486, atom 5 (C): -0.354, atom 6 (C): -0.811, atom 7 (C): -0.992, atom 8 (C): -0.632


Entry 2:
Molecular formula: C5H6O
Method: DFT, ωB97M-V/def2-TZVPD

The value obtained for the calculated total energy is -7325.38399 eV. The value obtained for the gap between HOMO and LUMO is 0.3744 Ha.

```
12
Properties=species:S:1:pos:R:3:forces:R:3
C -1.268230 2.374181 -0.982720 0.192 -0.538 0.080
C -0.407145 1.620314 -0.599231 -0.992 -0.023 -0.034
C -0.292522 0.256785 -0.053386 -0.109 -0.046 -0.157
C 0.722408 -0.813623 -0.434409 0.153 -0.033 -0.096
C 0.777422 -1.045433 1.086113 0.307 -0.329 0.085
O 0.000482 0.139424 1.334267 0.126 0.116 0.163
H -2.305344 2.486133 -1.209235 0.137 1.060 -0.314
H -1.311481 -0.086452 -0.255186 0.027 -0.354 0.179
H 0.298949 -1.614320 -1.045208 0.228 0.085 0.106
H 1.644048 -0.437071 -0.878540 -0.078 -0.042 0.104
H 1.757294 -0.976571 1.565952 -0.092 -0.093 -0.075
H 0.257423 -1.952589 1.425315 0.102 0.198 -0.041
```
Forces are in eV/Å.

These are the Mulliken partial charges, in e, on atoms 1 to 8: atom 1 (C): -0.263, atom 2 (C): -0.614, atom 3 (C): 0.597, atom 4 (C): -0.517, atom 5 (C): -0.299, atom 6 (O): -0.406, atom 7 (H): 0.301, atom 8 (H): 0.198


Entry 3:
Molecular formula: C4H4O2
Method: DFT, ωB97M-V/def2-TZVPD

The value obtained for the calculated total energy is -8305.13868 eV. The value obtained for the gap between HOMO and LUMO is 0.3811 Ha. Its SMILES is C#CC(=O)CO.

```
10
Properties=species:S:1:pos:R:3:forces:R:3
C -1.930063 0.777578 1.438194 0.301 -0.211 -0.354
C -1.264462 0.306120 0.551403 -0.336 0.227 0.406
C -0.389840 -0.055315 -0.551512 -0.051 0.167 -0.390
O -0.661839 0.257270 -1.693960 0.111 -0.088 0.466
C 0.935571 -0.748881 -0.265386 -0.118 -0.052 0.258
O 1.922676 -0.218066 -1.104597 -0.011 0.010 -0.211
H -2.520572 1.222644 2.209435 0.070 -0.150 -0.093
H 1.237363 -0.620024 0.777759 -0.070 0.054 -0.119
H 0.788921 -1.828904 -0.441072 -0.053 0.141 0.048
H 1.452748 0.112187 -1.886554 0.157 -0.099 -0.011
```
Forces are in eV/Å.

These are the Mulliken partial charges, in e, on atoms 1 to 8: atom 1 (C): 0.113, atom 2 (C): -0.341, atom 3 (C): 0.347, atom 4 (O): -0.526, atom 5 (C): -0.377, atom 6 (O): -0.496, atom 7 (H): 0.397, atom 8 (H): 0.306


Number 1: LUMO level 0.580 eV. Number 2: LUMO level 0.558 eV. Number 3: LUMO level -0.169 eV.